(1)
Here is a structure of composition C15H18F4IN4Pd from OMol25. Energies are from the ωB97M-V functional and the def2-TZVPD basis.

CARTESIAN COORDINATES (ANGSTROEM)
Pd -3.45 -6.96 10.51
C -2.26 -5.21 8.01
C -3.77 -5.26 8.09
N -4.31 -5.31 9.50
C -3.80 -4.13 10.23
C -4.18 -3.94 11.67
C -5.83 -5.43 9.57
C -6.40 -6.35 10.62
N -5.57 -7.57 10.66
C -6.06 -8.74 10.99
C -5.19 -9.88 10.88
F -3.96 -9.77 10.39
C -5.52 -11.13 11.44
F -4.62 -12.09 11.45
C -6.79 -11.35 11.97
C -7.64 -10.26 12.06
F -8.85 -10.41 12.54
C -7.33 -8.97 11.58
F -8.20 -7.98 11.84
H -1.92 -5.50 7.01
H -1.77 -5.91 8.71
H -1.80 -4.23 8.16
H -4.15 -6.12 7.47
H -4.13 -4.42 7.59
H -4.18 -3.21 9.78
H -2.69 -4.13 10.15
H -5.27 -3.76 11.80
H -3.62 -3.04 12.05
H -3.95 -4.84 12.22
H -6.10 -5.82 8.59
H -6.33 -4.53 9.66
H -7.41 -6.58 10.37
H -6.37 -6.00 11.63
H -7.07 -12.32 12.33
I 2.08 -8.42 13.09
C 0.07 -8.47 12.76
C -0.75 -9.57 12.81
N -1.91 -9.17 12.33
N -1.93 -7.91 11.86
C -0.73 -7.42 12.19
H -0.70 -10.49 13.31
H -2.72 -9.78 12.18
H -0.46 -6.40 11.99

## Properties
- charge = +1
- HOMO-LUMO gap (spin up / spin down) (Ha) = 0.336 / 0.226
- spin multiplicity = 3
- LUMO level (spin up / spin down) (hartree) = -0.08301 / -0.19347
- <S²> = 2.052



(2)
Here is a structure of composition C15H18F6MgN3O4S2 from OMol25. Energies are from the ωB97M-V functional and the def2-TZVPD basis.

CARTESIAN COORDINATES (ANGSTROEM)
Mg 0.60 0.49 -0.48
C -1.12 -2.65 3.20
C -0.87 -2.85 1.71
C -0.50 -4.32 1.46
C 0.22 -1.97 1.13
C 0.66 -2.19 -0.18
C 1.83 -1.59 -0.67
C 2.56 -0.69 0.12
C 3.89 -0.14 -0.33
C 2.05 -0.38 1.39
C 0.90 -1.01 1.88
H -1.93 -3.30 3.52
H -1.39 -1.64 3.46
H -0.23 -2.94 3.78
H -1.80 -2.64 1.16
H 0.48 -4.54 1.89
H -0.46 -4.58 0.40
H -1.23 -4.98 1.93
H 0.16 -2.91 -0.81
H 2.21 -1.88 -1.63
H 3.97 0.93 -0.14
H 4.07 -0.34 -1.38
H 4.69 -0.61 0.24
H 2.59 0.31 2.02
H 0.57 -0.78 2.88
N 1.76 1.65 -4.34
C 0.55 1.07 -4.62
C 0.10 0.58 -3.44
N 1.04 0.85 -2.45
C 2.02 1.50 -3.03
H 2.36 2.13 -5.00
H 0.11 1.07 -5.61
H -0.82 0.08 -3.23
H 2.90 1.89 -2.55
F 0.29 3.85 -1.65
C -0.93 3.67 -1.15
F -1.73 3.23 -2.09
F -1.36 4.79 -0.63
S -0.78 2.36 0.23
O -1.21 1.08 -0.42
O 0.69 2.23 0.43
N -1.49 2.77 1.54
S -3.14 2.80 1.42
O -3.50 2.99 0.04
O -3.72 3.60 2.44
C -3.67 1.06 1.83
F -2.62 0.25 1.97
F -4.43 0.61 0.85
F -4.35 1.09 2.96

## Properties
- charge = +1
- HOMO-LUMO gap (Ha) = 0.378
- spin multiplicity = 1
- LUMO level (hartree) = -0.11030



(3)
Here is a cluster of 2 separate species, C15H18F9N6O8 in total from OMol25. Energies are from the ωB97M-V functional and the def2-TZVPD basis.

CARTESIAN COORDINATES (ANGSTROEM)
N -0.56 2.79 1.93
C -0.75 2.21 0.96
O -0.73 1.39 -0.14
C -0.62 -0.04 0.27
C -1.17 -0.81 -0.98
C -1.98 -2.12 -0.73
N -1.82 -2.95 -1.99
N -1.51 -2.98 0.36
N -3.46 -1.86 -0.64
C -1.54 -0.13 1.57
O -1.06 -0.34 2.69
O -2.81 0.08 1.47
N 0.81 -0.21 0.57
C 1.71 0.50 -0.35
O 3.07 -0.02 -0.30
C 3.61 -0.11 -1.55
F 2.93 -1.01 -2.33
F 4.89 -0.56 -1.48
F 3.62 1.12 -2.15
C 1.22 -1.56 0.84
O 1.37 -2.33 -0.07
C 1.60 -2.14 2.27
F 2.39 -3.27 2.05
F 0.48 -2.64 2.92
C 2.47 -1.18 3.19
F 2.55 0.11 2.78
F 3.78 -1.67 3.19
C 2.05 -1.16 4.73
F 2.88 -0.20 5.30
F 0.78 -0.73 4.94
C 2.41 -2.52 5.45
O 2.94 -2.44 6.52
O 2.19 -3.78 4.91
H -1.83 -0.12 -1.58
H -0.29 -1.02 -1.66
H -2.26 -3.86 -1.85
H -2.31 -2.49 -2.76
H -2.32 -3.10 0.98
H -1.18 -3.89 0.02
H -3.90 -2.75 -0.92
H -3.64 -1.25 -1.44
H 1.80 1.56 0.04
H 1.33 0.59 -1.40
H 1.37 -4.11 5.32
C -1.09 3.16 -4.35
O -0.22 2.35 -4.10
N -1.51 4.14 -3.52
C -2.56 5.07 -3.88
C -0.88 4.27 -2.21
H -1.63 3.16 -5.32
H -2.16 6.09 -3.86
H -3.38 4.99 -3.17
H -2.93 4.86 -4.89
H 0.19 4.44 -2.35
H -1.02 3.34 -1.65
H -1.32 5.10 -1.66

## Properties
- charge = -1
- HOMO-LUMO gap (Ha) = 0.263
- spin multiplicity = 1
- LUMO level (hartree) = 0.08753



(4)
Here is the molecule C15H18N2O2 from OMol25. Energies are from the ωB97M-V functional and the def2-TZVPD basis.

CARTESIAN COORDINATES (ANGSTROEM)
C 1.57 -0.71 -3.39
C 2.63 0.05 -2.50
C 3.87 0.20 -2.85
C 4.65 0.86 -1.81
C 3.74 1.07 -0.81
C 4.03 1.91 0.33
N 2.48 0.50 -1.17
C 1.17 0.42 -0.34
C 0.67 1.60 0.28
C -0.58 1.54 0.89
C -1.31 0.22 1.05
O -2.70 0.17 1.58
C -3.30 -1.13 1.84
C -3.95 -1.65 0.52
C -4.35 -1.06 2.96
N -5.17 0.00 3.21
O -4.83 -2.10 3.37
C -0.57 -0.95 0.54
C 0.65 -0.80 -0.08
H 0.83 0.07 -3.50
H 1.13 -1.61 -3.05
H 1.99 -1.00 -4.39
H 4.41 0.02 -3.82
H 5.70 1.22 -2.09
H 3.64 1.28 1.19
H 3.46 2.82 0.36
H 5.14 2.00 0.69
H 1.22 2.50 0.16
H -0.96 2.48 1.35
H -2.48 -1.80 2.10
H -4.54 -0.91 -0.12
H -4.69 -2.39 0.78
H -3.21 -2.08 -0.16
H -5.91 0.01 3.85
H -4.73 0.88 2.89
H -0.91 -1.89 0.58
H 1.19 -1.72 -0.44

## Properties
- charge = 0
- HOMO-LUMO gap (Ha) = 0.317
- spin multiplicity = 1
- structure (SMILES) = Cc1ccc(C)n1-c1ccc(O[C@H](C)C(N)=O)cc1
- LUMO level (hartree) = 0.02609



no.,total energy (a.u.),maximum force (eV Å⁻¹)
1,-1626.11000,2.898
2,-2643.14574,1.769
3,-2411.61921,4.453
4,-842.26045,5.887